# 1
15
Properties=species:S:1:pos:R:3:forces:R:3:lowdin_charge:R:1 method="wB97M-V/def2-TZVPD" de_lowest_kcal_mol=85.3 fmax_ev_per_a=4.35 e_homo_ev=-14.35 total_charge=+1 orbital_gap_ev=11.1
C -2.770803 -0.917753 0.993696 0.3 1.8 0.9 0.088
C 2.783221 -0.624496 -0.204752 0.4 1.8 -0.1 -0.032
C -1.593135 1.041115 -0.236722 1.0 0.9 0.9 -0.088
C -2.129235 0.140597 0.517163 -1.0 -2.4 1.2 -0.054
N 1.607190 -0.804237 0.149168 -1.6 0.1 -0.7 0.031
N -0.113451 1.106399 -0.503860 -2.5 -2.4 -2.6 0.165
H -3.258798 -1.188054 1.964518 1.0 0.9 -0.7 0.106
H -2.891562 -1.652143 0.265718 -0.4 -1.3 -1.3 0.055
H 3.095522 0.327454 -0.610085 0.0 0.3 -0.3 0.081
H 3.539811 -1.301164 -0.019925 1.6 -1.6 0.2 0.066
H -2.175276 1.881218 -0.542527 0.0 0.4 -0.6 0.118
H 1.455911 -1.724540 0.483916 -0.2 -1.1 0.7 0.071
H -0.079821 1.231807 -1.511865 0.2 0.7 -0.3 0.156
H 0.318248 0.115867 -0.475363 0.5 0.9 1.5 0.102
H 0.457840 1.794644 -0.101235 0.7 1.2 1.3 0.135

=====

# 2
69
Properties=species:S:1:pos:R:3:forces:R:3:lowdin_charge:R:1 method="wB97M-V/def2-TZVPD" de_lowest_kcal_mol=122.5 fmax_ev_per_a=4.44 e_homo_ev=-9.48 smiles=CCO.CCO.CCO.CO.CO.CO.CO.CO.CO.CO total_charge=0 orbital_gap_ev=10.0
C 5.464786 -24.215954 -2.158474 -0.3 -0.6 1.1 -0.060
C 6.197439 -25.242902 -1.255974 -1.4 -0.5 0.0 -0.267
O 7.033118 -24.591710 -0.300159 -1.4 -1.4 0.7 -0.079
H 4.675970 -23.622941 -1.643317 1.1 0.1 0.1 0.073
H 4.873288 -24.711920 -2.887331 -0.4 -0.9 -0.9 0.057
H 6.202541 -23.663507 -2.726589 0.0 0.6 0.2 0.076
H 6.805948 -25.923117 -1.875478 -0.2 0.2 0.1 0.115
H 5.466872 -25.907287 -0.686431 1.0 1.0 -0.6 0.115
H 7.628884 -24.095520 -0.807029 1.6 1.4 -0.8 0.067
C 5.293108 -24.357031 6.605462 0.8 0.6 -0.2 -0.066
C 5.651515 -23.021061 6.038630 0.7 -0.3 -0.3 -0.263
O 5.085654 -22.831570 4.764509 -2.6 3.0 2.0 -0.054
H 4.278953 -24.477520 6.817911 -1.7 0.2 0.7 0.061
H 5.904708 -24.505087 7.443828 0.5 -0.2 1.7 0.068
H 5.532687 -25.173386 5.996503 0.6 -1.1 -1.5 0.060
H 6.714281 -22.912689 5.873837 0.6 -0.2 0.4 0.098
H 5.408087 -22.259393 6.768024 -0.6 0.5 -0.4 0.124
H 5.510514 -23.399394 4.204626 1.7 -2.3 -2.5 0.004
C 10.235943 -24.090232 1.017594 0.2 -2.1 1.3 -0.103
C 10.974877 -22.826084 0.928513 2.7 0.2 -2.7 -0.330
O 10.554184 -22.243289 -0.293609 -1.3 -1.1 -0.8 -0.073
H 10.763615 -24.795149 1.732157 -0.9 0.6 -0.6 0.104
H 10.191255 -24.581722 0.053510 0.4 -0.1 -0.3 0.073
H 9.177618 -23.959214 1.267160 0.3 0.2 0.5 0.061
H 12.102122 -22.883237 0.706222 -1.2 -0.8 1.2 0.138
H 10.857531 -22.142883 1.711124 -0.5 0.8 1.5 0.085
H 10.680361 -21.330024 -0.226043 0.2 2.2 -0.1 0.050
C 2.272809 -25.710617 -0.055217 1.4 1.4 0.3 -0.105
O 2.137435 -24.250321 -0.004184 -0.5 -1.1 0.3 -0.143
H 1.541078 -26.159156 -0.623680 -2.0 -0.6 -1.6 0.046
H 2.197127 -26.205712 0.892255 0.3 0.2 0.9 0.070
H 3.218513 -26.001598 -0.548544 -0.3 0.6 0.4 0.074
H 1.259409 -24.026317 0.381423 0.9 -0.4 -0.3 0.101
C 1.475662 -21.464909 3.315321 -2.1 -0.2 -1.3 -0.122
O 0.442498 -22.247567 3.971769 0.4 0.1 -1.7 -0.120
H 1.739673 -22.049785 2.412302 0.4 0.3 0.8 0.062
H 2.260851 -21.185019 3.953340 1.3 -0.3 0.7 0.043
H 1.093425 -20.498867 2.925804 -0.2 -0.5 0.2 0.089
H 0.451205 -22.091409 4.893814 0.1 0.4 1.3 0.044
C 8.968328 -23.133620 3.983044 0.0 2.3 1.1 -0.145
O 8.147512 -22.212374 3.227238 1.4 -0.8 -0.1 -0.127
H 8.866822 -22.685785 4.985122 1.1 -0.3 0.1 0.073
H 10.021389 -23.270256 3.655813 -0.8 0.6 0.0 0.074
H 8.572137 -24.093608 4.127530 -0.9 -1.6 -0.5 0.058
H 7.337676 -22.683962 3.054474 -0.7 -0.2 -0.6 0.001
C 2.470335 -25.129493 4.193145 -1.2 1.6 -0.3 -0.202
O 3.145892 -26.349060 4.246716 0.7 -1.3 -0.4 -0.137
H 1.551735 -25.145365 4.822534 0.6 0.2 -0.2 0.086
H 2.089442 -24.893469 3.131154 0.8 -0.8 1.4 0.093
H 3.122442 -24.266051 4.459364 -0.5 -0.5 0.0 0.061
H 3.470179 -26.646840 5.118413 -0.6 0.9 -0.5 0.091
C 3.104836 -21.055148 -0.363507 -0.8 -0.9 3.2 -0.188
O 2.092904 -21.302124 -1.258701 -0.5 2.8 -1.1 -0.071
H 2.854655 -21.581816 0.626184 0.5 0.9 -1.0 0.080
H 3.215295 -20.007200 -0.164875 -0.2 0.6 0.0 0.078
H 4.053691 -21.423773 -0.618880 1.5 -0.6 -0.8 0.048
H 1.970264 -22.205992 -1.331577 -0.3 -2.8 -0.2 0.014
C 4.805493 -24.173644 1.902084 -0.8 0.6 1.6 -0.110
O 6.149747 -23.766312 2.103711 0.0 -0.6 0.2 -0.153
H 4.494149 -24.962929 2.631890 0.3 0.4 -0.7 0.086
H 4.636037 -24.483449 0.885263 -0.1 -0.1 -0.3 0.053
H 4.238744 -23.262216 2.112420 -0.7 -0.3 -0.2 0.075
H 6.532310 -24.058669 1.273372 1.2 0.1 -0.3 0.030
C 5.387750 -20.376985 2.205236 1.4 -1.3 -1.0 -0.187
O 4.345590 -20.483379 3.088936 -1.2 0.7 1.2 -0.114
H 5.545414 -21.376804 1.747567 0.1 0.7 -0.4 0.076
H 6.376082 -20.069494 2.551505 0.0 0.0 0.9 0.077
H 5.150652 -19.611984 1.499567 -0.5 0.2 -0.9 0.069
H 4.490512 -21.191060 3.721087 0.4 -0.3 0.2 0.038

=====

# 3
30
Properties=species:S:1:pos:R:3:forces:R:3:lowdin_charge:R:1 method="wB97M-V/def2-TZVPD" de_lowest_kcal_mol=77.7 fmax_ev_per_a=5.29 e_homo_ev=-8.13 smiles="CC(=O)C1=C(C)C=C([O-])[N+](C)(C)C1=O.O" total_charge=0 orbital_gap_ev=8.0
C 3.555998 0.624962 -0.882385 1.5 2.4 1.4 -0.021
C 2.689094 -0.283859 -0.063873 1.5 -0.2 1.0 -0.406
O 3.248973 -1.170790 0.582024 -0.4 0.4 -0.2 0.026
C 1.245156 -0.092457 -0.003894 1.2 -2.0 0.2 -0.100
C 0.413384 -1.237883 0.086828 0.1 1.2 0.0 -0.188
C 0.964715 -2.605268 0.189590 1.3 -0.7 2.5 -0.020
C -0.925492 -1.074862 -0.141450 -1.1 -4.9 0.2 -0.030
C -1.565783 0.070472 -0.437701 -0.7 1.7 -0.7 -0.426
O -2.611603 0.304996 -0.965607 -0.2 0.5 0.0 0.130
N -0.720943 1.284710 0.044079 -1.0 -0.5 1.1 -0.147
C -0.802185 1.221204 1.565689 -0.8 -2.2 0.2 0.040
C -1.380621 2.502226 -0.392896 1.9 2.7 4.1 -0.006
C 0.732478 1.137576 -0.340138 -0.5 0.6 -0.7 -0.374
O 1.235849 2.073892 -0.884636 0.2 1.2 -0.2 0.124
H 4.581120 0.247495 -0.952006 -0.5 -0.7 -0.3 0.076
H 3.850263 1.633585 -0.273214 -1.5 -2.0 -1.5 0.148
H 3.099631 0.826714 -1.843236 0.2 0.5 -0.1 0.074
H 0.474885 -3.219495 -0.473429 -1.6 -1.4 -1.5 0.047
H 0.810238 -3.129393 1.236208 0.5 1.4 -1.9 0.150
H 2.014729 -2.648506 -0.121114 -0.4 0.0 0.7 0.079
H -1.584359 -1.994926 -0.305501 1.2 1.3 0.3 0.143
H -1.818582 0.913037 1.929969 0.7 0.7 -0.8 0.137
H -0.157510 0.419058 1.950757 0.0 0.4 -0.4 0.111
H -0.491462 2.140150 1.961729 0.3 1.4 0.5 0.089
H -1.511701 2.606049 -1.393817 -1.0 -0.4 -2.8 0.074
H -2.235796 2.624680 0.299087 0.1 0.0 -1.2 0.122
H -0.648480 3.360430 -0.161518 -1.0 -1.2 -0.1 0.136
O -4.151583 -1.889863 0.130408 -2.1 2.1 -0.4 -0.034
H -4.745440 -2.062257 -0.622599 0.8 -0.2 0.6 0.062
H -3.564977 -2.581690 0.282642 1.2 -2.1 0.0 -0.017